(1)
Formula: C24H49BN3O3
Source: the OMol25 dataset
Level of theory: ωB97M-V/def2-TZVPD

Results
Electronic energy (eV): -36971.1015
Kohn-Sham gap (eV): 5.3
E_HOMO (eV): -3.3
M (u): 438.486

```
! RIJCOSX wB97M-V def2-TZVPD def2/J DEFGRID3
* xyz -1 1
O 0.32 2.21 2.00
C 1.13 3.30 2.36
C 0.47 4.49 2.84
C 1.29 5.64 3.22
C 2.73 5.55 3.06
C 3.38 4.34 2.58
C 2.59 3.17 2.23
C 3.14 1.80 1.75
N 4.58 1.79 1.43
C 5.44 1.87 2.65
C 6.34 0.61 2.89
C 6.79 0.37 4.38
C 5.63 0.53 5.45
C 5.89 2.01 6.03
O 5.01 2.12 7.14
B 5.01 0.69 7.64
O 5.74 -0.18 6.67
H 0.22 2.22 1.03
H -0.63 4.54 2.92
H 0.77 6.55 3.61
H 3.35 6.43 3.35
H 4.49 4.31 2.50
H 2.51 1.39 0.91
H 2.98 1.07 2.61
H 4.75 0.83 1.08
H 4.77 2.15 3.51
H 6.11 2.76 2.49
H 7.29 0.80 2.30
H 5.91 -0.34 2.47
H 7.66 1.01 4.67
H 7.13 -0.71 4.44
H 4.67 0.38 4.87
H 6.97 2.06 6.39
H 5.82 2.85 5.29
H 5.50 0.80 8.75
H 3.82 0.48 7.78
C -2.20 0.14 -1.71
C -2.35 -1.26 -1.14
N -1.25 -2.16 -1.46
C -1.53 -3.55 -1.14
C -1.73 -3.92 0.33
C 0.08 -1.69 -1.10
C 0.35 -1.37 0.37
H -2.06 0.11 -2.80
H -3.10 0.72 -1.50
H -1.35 0.67 -1.27
H -3.28 -1.68 -1.56
H -2.51 -1.18 -0.05
H -0.74 -4.18 -1.57
H -2.44 -3.84 -1.69
H -0.78 -3.95 0.87
H -2.16 -4.93 0.40
H -2.41 -3.24 0.84
H 0.30 -0.80 -1.69
H 0.82 -2.42 -1.44
H -0.47 -0.80 0.83
H 1.25 -0.76 0.46
H 0.52 -2.27 0.96
C -7.85 -2.70 -5.72
C -6.64 -1.97 -6.30
N -6.02 -1.04 -5.37
C -5.05 -0.16 -6.00
C -3.79 -0.79 -6.59
C -5.62 -1.60 -4.08
C -4.63 -2.76 -4.09
H -8.60 -2.00 -5.36
H -8.31 -3.32 -6.50
H -7.57 -3.37 -4.90
H -6.99 -1.41 -7.17
H -5.93 -2.71 -6.67
H -4.75 0.62 -5.28
H -5.56 0.38 -6.80
H -3.08 -1.08 -5.81
H -3.28 -0.06 -7.22
H -4.01 -1.66 -7.20
H -6.52 -1.92 -3.55
H -5.22 -0.79 -3.45
H -4.86 -3.51 -4.84
H -4.64 -3.26 -3.12
H -3.60 -2.42 -4.24
*
```


(2)
Formula: C24H49BNO10
Source: the OMol25 dataset
Level of theory: ωB97M-V/def2-TZVPD

Results
Electronic energy (eV): -48326.1262
Energy above the lowest of the compared OMol25 structures with the same formula, charge and spin (kJ/mol): 0.0
Kohn-Sham gap (eV): 6.7
E_HOMO (eV): -4.5
M (u): 522.465

```
! RIJCOSX wB97M-V def2-TZVPD def2/J DEFGRID3
* xyz -1 1
C 0.32 3.54 1.04
C 0.67 2.68 -0.20
C -0.02 1.31 -0.18
C 0.08 0.58 -1.53
B -0.12 -1.07 -1.45
C -0.29 -1.65 -2.99
N -1.56 -1.27 -3.66
C -1.49 -1.36 -0.53
C -2.16 -2.72 -0.75
C -3.16 -3.08 0.39
C -4.59 -3.40 -0.10
C -5.69 -2.55 0.59
C -6.60 -1.80 -0.40
C -6.37 -0.27 -0.37
C -6.86 0.42 -1.64
O -5.83 1.13 -2.34
C -4.78 0.35 -2.70
C -3.52 1.13 -2.99
O -4.85 -0.85 -2.79
C 1.14 -1.76 -0.65
C 2.38 -2.11 -1.51
C 3.73 -1.68 -0.98
O 4.77 -2.22 -1.30
O 3.74 -0.63 -0.13
H 1.21 3.83 1.60
H -0.33 2.98 1.71
H -0.22 4.45 0.77
H 0.36 3.21 -1.10
H 1.75 2.55 -0.24
H 0.41 0.71 0.63
H -1.07 1.46 0.07
H -0.74 0.96 -2.16
H 1.01 0.85 -2.05
H -0.17 -2.74 -3.02
H 0.53 -1.24 -3.60
H -2.15 -2.07 -3.81
H -2.07 -0.60 -3.10
H -1.18 -1.30 0.52
H -2.23 -0.57 -0.69
H -2.74 -2.66 -1.67
H -1.42 -3.52 -0.85
H -3.22 -2.24 1.08
H -2.78 -3.92 0.98
H -4.84 -4.46 0.03
H -4.66 -3.21 -1.18
H -6.31 -3.20 1.21
H -5.23 -1.82 1.26
H -7.66 -2.00 -0.23
H -6.39 -2.12 -1.43
H -5.31 -0.07 -0.18
H -6.94 0.11 0.48
H -7.59 1.19 -1.38
H -7.37 -0.28 -2.30
H -3.05 0.71 -3.87
H -3.77 2.17 -3.19
H -2.85 1.10 -2.12
H 0.79 -2.70 -0.20
H 1.47 -1.15 0.20
H 2.48 -3.19 -1.62
H 2.33 -1.68 -2.52
H 4.64 -0.54 0.19
C -1.53 7.34 6.14
O -0.88 6.42 5.25
C 0.44 6.32 5.44
O 1.08 6.92 6.26
O 0.91 5.45 4.55
C 2.32 5.23 4.63
H -2.58 7.32 5.88
H -1.40 7.02 7.17
H -1.13 8.34 6.01
H 2.60 4.83 5.61
H 2.86 6.16 4.44
H 2.56 4.50 3.86
C 11.13 -4.42 -1.02
O 10.58 -3.12 -0.77
C 9.26 -3.14 -0.52
O 8.57 -4.12 -0.47
O 8.87 -1.89 -0.31
C 7.47 -1.73 -0.04
H 12.19 -4.26 -1.21
H 11.01 -5.06 -0.15
H 10.66 -4.88 -1.88
H 7.20 -2.27 0.86
H 6.85 -2.06 -0.87
H 7.31 -0.66 0.12
*
```


(3)
Formula: C24H49Br4KO15S4
Source: the OMol25 dataset
Level of theory: ωB97M-V/def2-TZVPD

Results
Electronic energy (eV): -396226.8965
Kohn-Sham gap (alpha / beta) (eV): 4.4 / 6.2
E_HOMO (alpha / beta) (eV): -3.2 / -5.0
M (u): 1064.623

```
! RIJCOSX wB97M-V def2-TZVPD def2/J DEFGRID3
* xyz -1 2
K -0.42 -3.29 3.52
C -0.66 -0.62 -0.84
C 0.33 -1.38 0.08
O 0.20 -1.45 1.46
H -0.26 -0.51 -1.85
H -0.82 0.36 -0.41
H -1.58 -1.20 -0.96
H 1.33 -1.04 -0.22
H 0.32 -2.39 -0.33
Br 4.56 0.43 -1.21
C 5.27 -1.09 -0.21
C 4.53 -1.20 1.14
Br 5.49 -2.69 2.08
H 6.34 -0.95 -0.02
H 5.09 -2.00 -0.79
H 3.45 -1.36 1.09
H 4.78 -0.27 1.64
Br -1.04 -1.77 -4.24
C 0.59 -2.82 -3.72
C 1.80 -1.89 -3.99
Br 3.35 -2.66 -3.04
H 0.62 -3.74 -4.31
H 0.55 -3.22 -2.71
H 1.60 -0.91 -3.56
H 2.05 -1.86 -5.05
O -5.35 -2.66 3.12
S -4.09 -2.88 2.47
O -3.05 -3.69 3.06
O -4.47 -3.40 0.89
C -3.39 -3.79 0.07
C -3.08 -5.33 0.35
C -3.34 -1.23 1.97
H -2.48 -3.28 0.39
H -3.58 -3.66 -0.99
H -2.43 -5.43 1.22
H -2.52 -5.82 -0.44
H -3.95 -5.95 0.57
H -2.60 -1.30 1.17
H -2.88 -0.74 2.83
H -4.22 -0.67 1.66
O 3.90 -1.90 5.12
S 2.68 -1.10 5.36
O 1.36 -1.83 5.36
O 2.88 -0.19 6.77
C 2.91 -0.94 7.97
C 2.44 0.04 9.09
C 2.67 0.16 4.08
H 3.86 -1.37 8.27
H 2.31 -1.84 8.05
H 3.34 0.60 9.35
H 2.09 -0.39 10.02
H 1.65 0.75 8.82
H 2.02 -0.06 3.24
H 3.69 0.34 3.74
H 2.29 1.07 4.56
O 2.98 5.00 1.88
S 3.42 3.62 2.25
O 3.85 3.25 3.58
O 2.26 2.60 1.64
C 1.43 2.83 0.50
C 0.22 3.83 0.77
C 4.70 3.08 1.04
H 1.05 1.93 0.00
H 1.97 3.38 -0.27
H -0.35 4.29 -0.04
H 0.65 4.67 1.32
H -0.56 3.37 1.38
H 4.62 3.50 0.04
H 4.63 2.00 0.97
H 5.59 3.48 1.53
O 1.01 1.87 -7.67
S 0.49 0.58 -7.18
O 1.24 -0.67 -7.14
O -0.22 0.81 -5.67
C -1.13 1.92 -5.43
C -1.63 1.60 -4.00
C -1.11 0.32 -8.23
H -1.97 1.80 -6.11
H -0.57 2.84 -5.61
H -0.78 1.39 -3.34
H -2.20 0.67 -3.96
H -2.23 2.38 -3.53
H -1.78 -0.39 -7.76
H -0.90 0.04 -9.27
H -1.45 1.35 -8.24
C -3.86 3.13 -1.15
C -3.79 1.83 -0.86
C -4.85 0.90 -1.01
O -4.71 -0.38 -0.85
C -6.08 1.67 -1.31
C -6.18 2.98 -1.59
C -5.03 3.83 -1.58
O -5.03 5.06 -1.76
H -2.95 3.70 -1.03
H -2.83 1.39 -0.66
H -6.97 1.07 -1.43
H -7.08 3.50 -1.90
*
```